Entry from OMol25: a structure of composition C21H44InO6S (ωB97M-V with the def2-TZVPD basis set).

Geometry as ORCA input:
```
! wB97M-V def2-TZVPD RIJCOSX def2/J DEFGRID3
* xyz -1 1
H 2.553 1.593 6.506
H -3.692 -0.875 -2.994
H -1.353 -1.098 -8.725
H 1.490 2.291 7.707
C 2.522 0.891 0.923
H 2.342 -0.144 0.630
H 0.582 -1.868 -7.328
C -0.447 1.090 -0.482
C -1.526 -4.178 -1.109
S -3.214 -1.325 0.769
H 0.703 -0.262 -6.621
C 0.675 -4.219 -0.378
C -1.069 -0.575 -7.812
C -4.251 2.458 -1.005
C 2.052 2.514 6.798
H 3.184 -3.914 -0.410
H 0.117 3.088 6.054
H -1.845 -3.328 -0.509
H 1.439 4.012 5.339
H -1.991 -0.387 -2.990
H 2.183 1.957 -2.361
H -1.281 0.484 -7.958
H 0.822 -0.023 5.001
C 1.111 2.031 4.480
H -3.238 0.699 -3.665
O -0.471 -4.887 -0.435
H 3.774 -2.867 1.806
H -1.364 -0.381 3.937
H -4.256 3.081 0.996
H -1.204 -3.845 -2.094
O -1.473 0.711 -5.518
H 2.064 1.105 1.887
H 0.311 3.098 -0.597
C 2.774 -3.257 1.612
H -2.540 1.524 3.578
C 2.375 1.272 -1.535
C -3.804 2.388 0.278
O 0.903 -3.152 -0.883
H 3.494 -5.125 0.828
H 0.320 2.421 1.037
C 2.821 -4.320 0.534
H -2.353 -4.874 -1.219
O -1.911 -1.110 -6.787
H 1.891 0.309 -1.688
H -0.874 1.378 -1.446
H -4.699 1.586 -1.487
H -4.174 3.352 -1.633
C 0.530 2.200 -0.014
H 2.370 -3.671 2.537
C 0.397 -0.809 -7.511
C -2.006 -0.355 -5.683
C -2.927 -0.336 -3.544
H 2.133 -2.429 1.315
H -0.424 1.020 5.647
C 2.013 1.850 -0.168
H 0.899 2.534 3.538
H 3.451 1.069 -1.538
C 1.132 3.017 5.662
H -0.072 -0.060 2.809
C -0.702 0.411 3.572
H 0.034 0.122 -0.617
O -2.785 -0.989 -4.819
C 0.179 0.830 4.756
H 1.015 -0.481 -8.348
In -2.179 0.983 0.908
H -1.109 2.483 3.060
H 2.131 1.644 4.405
O 1.543 -4.938 0.347
H 2.587 2.778 -0.048
H -2.528 -2.129 1.596
H 2.783 3.271 7.081
H 3.596 1.056 1.042
C -1.612 1.518 3.004
*
```

Computed properties:
Lowest unoccupied orbital energy   0.0969 Ha
HOMO   -3.8925 eV
Maximum force   2.13 eV Å⁻¹
Gap between HOMO and LUMO   6.53 eV

=====

Entry from OMol25: a cluster of 8 separate species, C21H45Br8N3O6 in total (ωB97M-V with the def2-TZVPD basis set).

Geometry as ORCA input:
```
! wB97M-V def2-TZVPD RIJCOSX def2/J DEFGRID3
* xyz 0 1
C 0.455 15.301 -3.585
C -8.859 6.549 -9.468
O -6.375 15.228 -0.235
C -6.644 7.352 -9.844
H -6.939 7.992 0.412
H -2.091 12.248 -11.285
H -4.506 16.189 -1.274
H 0.339 17.707 -2.120
H -2.661 13.226 -1.180
H -5.525 8.342 1.070
H -3.121 11.332 -6.469
C -3.385 13.234 -0.365
C -6.902 12.102 -3.255
N -5.298 8.314 -1.071
H -4.314 6.811 -1.931
H -2.820 15.923 -0.999
H 1.454 10.624 -1.226
H -5.820 13.401 0.380
C -2.582 12.901 -9.355
H -2.585 8.547 -8.975
H -3.823 7.982 -7.886
H 1.846 12.823 -1.789
H 1.339 15.567 -3.006
H 0.574 11.048 0.275
C -2.104 13.209 -10.771
C -3.746 15.408 -1.253
Br -6.766 13.150 -5.000
H -4.831 8.001 -3.114
H -4.668 11.188 -5.693
O -4.292 10.006 -2.020
H -2.692 13.957 -11.302
C -4.935 9.620 -1.129
H -3.409 11.739 -3.510
H -2.004 12.130 -8.846
H -4.224 9.459 -10.553
H -2.756 13.292 0.524
C -4.463 8.551 -10.001
C -0.543 17.067 -2.153
H -1.482 17.618 -2.110
C -5.551 14.373 -0.061
H -6.045 6.952 -2.468
H -5.211 10.245 -0.266
H -1.361 16.298 -5.383
O -5.912 8.434 -9.605
H 0.755 13.464 -0.602
C 0.823 11.366 -0.737
O -7.898 7.625 -9.488
Br -2.695 13.682 -5.067
Br -8.033 11.952 -0.693
H -7.072 11.056 -3.509
C -3.640 8.658 -8.721
Br -0.856 11.614 -1.750
H -3.553 14.987 -2.240
O -2.093 17.806 -4.348
H -0.562 16.399 -1.293
C -1.276 16.913 -4.474
C -2.977 11.812 -4.508
H -7.652 13.847 -2.178
Br 3.075 12.799 0.476
Br -4.528 12.402 -9.450
Br -3.296 9.091 -5.088
H -2.638 13.799 -8.740
H -0.003 14.371 -3.247
H -8.467 5.555 -9.685
H 0.757 14.952 -4.572
C -3.602 11.020 -5.542
H -3.788 9.641 -8.275
C -5.887 7.818 0.186
Br -0.340 14.054 -10.509
C -7.925 12.817 -2.412
H -2.010 11.333 -4.354
H -5.928 12.128 -2.768
H -5.683 6.758 0.342
N -4.241 14.301 -0.494
O -6.258 6.267 -10.308
N -0.509 16.400 -3.477
C -5.129 7.481 -2.204
H -4.161 7.675 -10.575
H -8.861 12.678 -2.953
H -9.675 6.949 -10.070
C 1.514 12.698 -0.758
H -3.933 12.297 -0.269
H -9.173 6.429 -8.431
*
```

Computed properties:
SMILES string   CCOC(=O)OC.CN(C)C=O.CN(C)C=O.CN(C)C=O.BrCCBr.BrCCBr.BrCCBr.BrCCBr
Lowest unoccupied orbital energy   0.0031 Ha
HOMO   -9.2051 eV
Maximum force   5.37 eV Å⁻¹
Gap between HOMO and LUMO   9.29 eV

=====

Entry from OMol25: a structure of composition C21H45BrF3I2N2O6PSi2 (ωB97M-V with the def2-TZVPD basis set).

Geometry as ORCA input:
```
! wB97M-V def2-TZVPD RIJCOSX def2/J DEFGRID3
* xyz 0 1
O -3.510 -2.362 1.508
C 1.824 -1.234 -4.721
C -3.278 1.917 0.612
H 0.878 -1.711 -5.099
H 1.046 0.817 -4.538
H 1.905 -8.982 -0.578
H 0.859 -6.389 0.163
C 1.332 -9.002 0.353
H -3.515 4.099 1.369
Br -4.454 -0.426 -1.446
C -3.556 3.056 0.968
C 1.614 0.095 -3.887
C 0.534 7.404 4.666
H 2.442 -2.011 -4.176
C -1.886 5.481 4.854
C -1.293 -2.157 -2.460
H -0.382 5.036 2.412
H -0.791 2.539 -4.686
H 0.637 6.408 5.111
H -2.110 7.571 5.324
H -1.100 5.226 5.573
I -1.674 -0.087 -5.606
I 2.157 -1.545 -1.214
H -1.579 -7.527 -2.119
H 0.637 -4.846 -2.207
H -1.225 -1.445 1.826
O -1.231 0.422 -0.771
H -0.123 2.326 -2.980
H -1.385 -5.777 -2.324
H 2.350 7.897 1.346
H -2.300 4.242 -3.781
H -3.003 -0.405 2.820
H 2.030 -6.037 2.135
C 1.063 -0.082 -2.416
H 2.430 -0.949 -5.640
C 2.577 -6.197 1.202
H -0.604 3.328 2.754
H -1.621 3.820 -2.096
H 0.449 -8.364 0.273
H 0.803 6.997 1.373
N -0.659 7.490 3.825
C -0.957 -6.669 -1.860
C -2.081 3.406 -3.051
F -0.303 -2.908 -3.129
C 2.263 -5.905 -1.217
P -2.619 -1.141 1.636
N 1.678 -5.797 0.119
H 0.451 8.133 5.479
H 3.011 -5.115 -1.343
H 1.715 -5.746 -3.274
H -3.082 2.982 -2.745
C -1.683 0.824 -3.614
H 3.429 -5.508 1.219
H 3.665 -7.893 0.304
H 2.656 0.551 -3.777
H 2.644 7.718 4.570
Si -2.776 0.234 -0.138
C 1.804 7.681 3.869
O 2.085 6.614 2.965
C 1.205 -5.775 -2.306
Si -0.855 -0.294 -2.276
C -0.593 4.319 3.209
H -2.832 5.299 5.374
C -1.872 6.959 4.447
H -0.968 -6.563 -0.771
H 0.198 4.341 3.963
O -1.876 4.570 3.761
C 1.871 6.949 1.604
H 2.761 -6.871 -1.356
O 0.356 -6.922 -2.335
H 2.311 6.160 0.991
C 3.103 -7.637 1.209
H 3.818 -7.715 2.034
F -2.455 -2.403 -3.219
C -1.057 2.321 -3.607
H 1.759 8.649 3.361
H 0.977 -10.021 0.515
H -0.494 6.968 2.974
H -2.785 0.993 -3.391
O 2.112 -8.622 1.475
H -2.683 7.115 3.730
H 1.261 0.911 -1.892
F -1.451 -2.829 -1.229
*
```

Computed properties:
Lowest unoccupied orbital energy   -0.0053 Ha
HOMO   -8.4846 eV
Maximum force   3.62 eV Å⁻¹
Gap between HOMO and LUMO   8.34 eV

=====

Entry from OMol25: a structure of composition C21H45CeOP3S (ωB97M-V with the def2-TZVPD basis set).

Geometry as ORCA input:
```
! wB97M-V def2-TZVPD RIJCOSX def2/J DEFGRID3
* xyz 3 2
H -1.263 -0.977 5.978
H 2.824 -2.352 -0.119
H -0.852 0.742 3.771
H -0.670 -4.781 -7.898
H -1.779 2.975 3.394
H 0.369 -0.503 5.423
H 1.109 -4.278 -1.159
H -0.182 1.698 -3.625
C 1.514 3.399 -1.638
C -1.993 -3.509 -6.559
C -0.273 -2.432 4.668
H 0.972 -2.259 2.834
H -1.134 -3.057 4.907
C 1.735 2.926 1.947
O -0.721 -1.011 2.745
C 3.420 0.989 0.887
H -2.804 -3.453 -7.284
H 3.640 -0.068 0.678
H -4.078 0.891 0.758
H -1.521 3.992 -0.646
C -0.084 -2.327 3.146
H 1.557 3.638 -2.712
H 0.890 4.127 -1.104
P 1.770 1.120 1.653
C -3.734 1.827 0.277
C 1.961 0.714 -2.468
H -1.342 0.959 -2.514
C -1.091 -2.715 -4.368
H 4.135 1.389 1.627
C -0.633 1.802 -2.613
H 2.680 3.176 2.463
H -1.028 -0.811 -1.531
S -0.714 -1.468 -3.185
H 2.511 3.444 -1.176
P 0.797 1.727 -1.460
H -2.476 4.782 0.651
H 1.819 0.984 -3.531
H 0.295 -4.096 0.506
C 0.039 -4.455 -5.748
H -1.214 2.735 -2.495
C 2.298 0.668 3.361
H 0.699 -3.760 -3.786
H 1.747 -0.359 -2.329
H 2.991 0.874 -2.123
H 1.653 3.484 1.005
H -0.744 4.341 0.847
C -1.162 -0.291 3.921
P -2.135 2.357 1.051
H -4.492 2.620 0.377
H 0.608 -2.851 5.151
Ce -0.636 0.056 0.444
C 1.172 -3.838 -0.127
H 3.318 1.067 3.479
H -3.568 1.566 -0.783
C -2.081 -2.683 -5.409
C -0.558 -1.015 5.146
H -3.464 3.374 2.887
C -0.084 -3.692 -4.546
H 2.293 -0.417 3.499
H -2.942 1.693 3.250
H 0.877 3.179 2.585
C 2.198 -3.101 0.414
H 2.472 -3.179 1.480
H -2.848 -1.910 -5.311
H -0.555 -3.181 2.586
H 1.637 1.130 4.102
H 3.483 1.562 -0.050
C -1.711 4.025 0.433
H -2.264 -0.326 3.910
C -0.869 -4.344 -6.838
C -2.642 2.649 2.791
H 0.860 -5.182 -5.892
*
```

Computed properties:
Lowest unoccupied orbital energy (spin up / spin down)   -0.3893 / -0.3876 Ha
HOMO (spin up / spin down)   -16.7172 / -16.7205 eV
Maximum force   2.44 eV Å⁻¹
Gap between HOMO and LUMO (spin up / spin down)   6.12 / 6.17 eV

=====

Entry from OMol25: a structure of composition C21H45FInN2O8 (ωB97M-V with the def2-TZVPD basis set).

Geometry as ORCA input:
```
! wB97M-V def2-TZVPD RIJCOSX def2/J DEFGRID3
* xyz -1 1
H -2.945 -3.419 1.794
H 6.586 -1.792 2.576
H 4.866 -0.395 0.452
C 5.591 -1.145 0.763
C 7.735 -1.739 -0.241
C -2.387 -5.818 0.295
H 6.630 -3.451 0.598
H 0.075 -0.623 -0.611
H 2.824 -0.622 -1.092
H 1.648 2.118 1.574
C 2.990 0.987 2.758
H 2.624 0.989 0.658
H -3.156 -1.882 0.950
C -2.177 1.237 -2.118
C -6.036 1.998 0.655
O -7.052 1.756 -0.206
C -4.148 -3.524 -0.006
C -7.209 3.444 -1.959
H 4.253 0.135 -1.836
O -3.089 -3.779 -0.929
C -5.665 3.421 1.005
H -6.463 4.148 0.893
H 3.190 -0.953 -2.794
C 2.652 1.702 1.479
C -7.863 2.794 -0.757
H 1.567 0.056 -4.103
H -6.276 3.939 -1.691
H -1.290 -2.635 -2.762
N 2.638 2.115 -1.764
H 5.181 2.923 4.183
C 5.839 -1.064 2.253
H 3.334 2.497 1.199
H -1.915 -1.656 -3.894
C 1.287 0.776 -3.332
C 3.408 4.037 3.692
F -2.473 1.867 -3.379
H -8.132 3.524 0.007
H -3.679 0.743 -0.610
H 6.203 -0.071 2.518
H 8.062 -3.824 -0.374
C 2.372 1.017 -2.384
H -6.981 2.691 -2.713
H 4.806 2.917 2.469
H -7.879 4.187 -2.395
O 2.610 -0.121 3.018
C 4.363 2.884 3.464
H 3.007 3.996 4.705
C -2.260 -4.841 -0.853
H 2.573 4.005 2.993
H -4.285 0.797 -2.293
H -4.833 3.709 0.363
O -5.406 1.066 1.063
C 7.636 -3.131 0.346
In -0.445 -0.180 -2.250
H 0.938 1.700 -3.803
H 4.913 -1.247 2.797
H -2.131 -6.805 -0.080
H -8.781 2.288 -1.053
C -3.442 0.510 -1.651
H 5.190 -2.111 0.460
H -4.494 -2.566 1.886
H -1.654 -5.538 1.052
N -1.063 -1.862 -3.381
O -1.403 -4.938 -1.684
H 1.978 2.831 -2.076
H 8.246 -3.159 1.249
O 3.749 1.615 3.701
H -3.348 -0.582 -1.720
H -5.316 3.427 2.034
H -4.685 -4.444 0.234
H -3.369 -5.854 0.759
H -4.834 -2.884 -0.559
H 3.928 4.987 3.561
C -3.654 -2.808 1.233
O 6.778 -0.833 0.012
C 3.224 -0.188 -2.016
O 8.683 -1.410 -0.903
H -1.963 2.064 -1.431
*
```

Computed properties:
Lowest unoccupied orbital energy   0.0833 Ha
HOMO   -4.2591 eV
Maximum force   0.47 eV Å⁻¹
Gap between HOMO and LUMO   6.53 eV

=====

Entry from OMol25: a structure of composition C21H45InN2OP3S (ωB97M-V with the def2-TZVPD basis set).

Geometry as ORCA input:
```
! wB97M-V def2-TZVPD RIJCOSX def2/J DEFGRID3
* xyz 3 1
C 2.932 -0.073 2.166
H -1.347 0.622 3.891
C -1.696 -5.482 0.298
H -3.280 -6.627 -0.652
H -3.817 0.001 0.144
H -0.836 2.664 3.824
H 3.132 5.529 -6.735
H 5.212 3.263 -7.184
H -2.943 -2.663 1.019
H 2.904 -3.009 2.012
H -2.340 3.156 1.711
H -2.824 -2.471 -1.606
H 2.219 -2.658 0.362
H -2.150 -0.917 4.314
H 0.666 -0.493 4.292
H 5.434 4.796 -6.145
N -2.554 -3.323 -1.114
C -1.212 -3.361 -0.848
H 3.940 3.211 -3.471
H 2.701 0.938 2.546
H -1.550 0.881 -0.554
C 1.571 1.450 -1.756
H -3.644 1.385 1.253
H -1.819 -2.856 2.390
H -3.865 -4.569 -2.175
P 1.428 -1.105 2.046
H -3.133 0.548 3.909
H 1.744 -1.940 4.271
H 2.911 3.995 -7.775
H 0.223 -4.404 0.086
H -4.215 -4.399 -0.442
In -0.258 0.029 0.307
C -3.413 -4.531 -1.178
C 0.521 2.782 -3.496
C 0.903 -1.432 3.762
C 0.158 2.624 3.348
P -2.247 -0.508 1.928
H -2.271 -5.184 1.192
C 0.397 1.912 -2.430
O 1.552 0.562 -0.786
H 0.755 1.806 3.790
H 0.688 3.581 3.512
H -2.012 -6.037 -1.750
H -0.592 1.570 -2.108
H -1.200 4.470 1.185
C 3.525 4.584 -7.099
H 1.208 -3.484 1.580
C 1.794 3.232 -3.873
H 1.891 3.890 -4.737
H -3.530 -2.392 2.697
C -2.619 -5.782 -0.872
C 2.949 2.845 -3.177
H 3.630 -0.571 2.863
H 1.159 3.613 -0.186
H 3.685 1.656 -1.490
H 2.269 2.640 0.814
C 2.848 1.978 -2.111
C -3.726 0.284 1.205
H 1.620 4.196 1.464
P -0.019 2.405 1.557
H 0.015 -2.089 3.773
H -1.069 -6.336 0.549
N -0.775 -4.409 -0.111
C 4.798 4.180 -6.775
H -4.619 -0.061 1.761
C -2.215 -0.018 3.675
C -1.471 3.405 1.077
S -0.121 -2.128 -1.381
C -2.672 -2.268 2.011
H -0.380 3.090 -4.043
C 1.393 3.309 0.848
C 1.999 -2.724 1.442
H -1.727 3.200 0.025
H 3.387 0.019 1.164
*
```

Computed properties:
Lowest unoccupied orbital energy (spin up / spin down)   -0.4543 / -0.3911 Ha
HOMO (spin up / spin down)   -15.0263 / -15.0206 eV
Maximum force   2.56 eV Å⁻¹
Gap between HOMO and LUMO (spin up / spin down)   2.66 / 4.38 eV